1.
Formula: C24H21N3O4
Source: the OMol25 dataset
Level of theory: ωB97M-V with the def2-TZVPD basis set

## Properties
structure (SMILES): CCOc1cc(-c2nc(-c3ccccc3)c(-c3cc([N+](=O)[O-])ccc3C)[nH]2)ccc1O
gap between HOMO and LUMO: 7.10 eV
relative energy (zero: lowest compared OMol25 entry of this formula, charge and spin): 70.3 kcal/mol
charge: 0

```
52
C24H21N3O4 | the OMol25 dataset | ωB97M-V with the def2-TZVPD basis set
C -4.895 2.382 4.669
C -3.980 1.965 3.529
O -4.537 2.461 2.327
C -3.879 2.212 1.151
C -2.704 1.504 1.017
C -2.128 1.318 -0.245
C -0.894 0.566 -0.316
N -0.290 0.015 0.714
C 0.828 -0.595 0.245
C 1.707 -1.338 1.137
C 1.805 -0.950 2.471
C 2.636 -1.632 3.339
C 3.374 -2.714 2.888
C 3.267 -3.119 1.568
C 2.436 -2.441 0.696
C 0.913 -0.410 -1.130
C 1.949 -0.781 -2.081
C 3.278 -0.581 -1.714
C 4.299 -0.923 -2.584
N 5.666 -0.713 -2.187
O 5.870 -0.201 -1.107
O 6.536 -1.061 -2.959
C 4.023 -1.460 -3.837
C 2.706 -1.660 -4.196
C 1.658 -1.336 -3.339
C 0.251 -1.616 -3.769
N -0.200 0.321 -1.462
C -2.752 1.851 -1.368
C -3.932 2.561 -1.238
C -4.504 2.750 0.008
O -5.660 3.447 0.129
H -4.497 2.016 5.611
H -5.890 1.970 4.520
H -4.970 3.465 4.712
H -2.974 2.382 3.672
H -3.903 0.871 3.479
H -2.193 1.074 1.862
H 1.224 -0.105 2.807
H 2.711 -1.320 4.370
H 4.028 -3.245 3.565
H 3.830 -3.971 1.216
H 2.342 -2.775 -0.327
H 3.520 -0.162 -0.750
H 4.835 -1.714 -4.499
H 2.478 -2.087 -5.161
H 0.229 -2.463 -4.452
H -0.386 -1.838 -2.916
H -0.166 -0.759 -4.301
H -0.412 0.672 -2.380
H -2.332 1.720 -2.354
H -4.427 2.980 -2.099
H -5.895 3.468 1.068
```

---

2.
Formula: C24H36CuN2Si
Source: the OMol25 dataset
Level of theory: ωB97M-V with the def2-TZVPD basis set

## Properties
gap between HOMO and LUMO (spin up / spin down): 7.35 / 7.56 eV
spin multiplicity: 2
<S²>: 0.76
charge: 0

```
64
C24H36CuN2Si | the OMol25 dataset | ωB97M-V with the def2-TZVPD basis set
C -2.802 -3.241 -0.951
C -2.626 -1.927 -1.495
C -1.329 -1.907 -2.148
H -3.377 -1.145 -1.600
C -0.715 -3.185 -1.922
C -1.639 -4.001 -1.225
H -1.512 -5.065 -1.036
H -3.716 -3.612 -0.490
H -0.959 -1.101 -2.780
H 0.264 -3.481 -2.295
Cu -1.044 -1.378 -0.207
C 0.721 -0.494 -0.397
H 1.175 -1.100 -1.197
H 1.281 -0.581 0.541
H 0.560 0.554 -0.698
Si 2.767 2.872 -0.051
C 1.455 4.170 -0.067
C 0.401 4.121 -0.997
H 0.359 3.318 -1.740
C -0.595 5.106 -0.975
H -1.409 5.062 -1.700
C -0.549 6.140 -0.031
H -1.332 6.900 -0.012
C 0.506 6.191 0.891
H 0.547 6.996 1.627
C 1.504 5.213 0.877
H 2.331 5.251 1.592
C 3.313 2.540 -1.784
C 3.493 3.575 -2.722
H 3.317 4.616 -2.434
C 3.901 3.273 -4.027
H 4.031 4.078 -4.753
C 4.146 1.945 -4.404
H 4.462 1.712 -5.422
C 3.996 0.919 -3.462
H 4.195 -0.116 -3.743
C 3.602 1.213 -2.152
H 3.505 0.415 -1.411
H 2.216 1.676 0.613
H 3.957 3.335 0.689
C -2.938 -1.029 1.946
N -1.468 -0.894 1.789
C -1.072 0.537 1.908
C -0.645 -1.698 2.750
C -1.169 -3.087 3.129
N -1.561 -3.938 2.004
C -0.561 -4.942 1.663
C -2.913 -4.473 2.091
H -3.204 -1.263 2.987
H -3.327 -1.803 1.274
H -3.412 -0.082 1.656
H -1.500 0.958 2.835
H 0.021 0.638 1.937
H -1.451 1.098 1.043
H 0.362 -1.799 2.315
H -0.541 -1.108 3.682
H -0.327 -3.577 3.660
H -2.002 -2.976 3.844
H -0.254 -5.538 2.543
H -0.967 -5.619 0.903
H 0.325 -4.438 1.244
H -3.056 -5.099 2.990
H -3.640 -3.648 2.111
H -3.105 -5.077 1.195
```

---

3.
Formula: C5H5ClO2
Source: the OMol25 dataset
Level of theory: ωB97M-V with the def2-TZVPD basis set

## Properties
gap between HOMO and LUMO: 9.82 eV
relative energy (zero: lowest compared OMol25 entry of this formula, charge and spin): 57.4 kcal/mol
charge: 0

```
13
C5H5ClO2 | the OMol25 dataset | ωB97M-V with the def2-TZVPD basis set
C -1.628 -0.883 -0.666
C -0.230 -0.671 -0.852
C -1.937 -0.246 0.525
C 0.157 -0.051 0.273
C 1.571 0.360 0.606
O -0.843 0.306 1.044
O 1.951 2.023 0.073
Cl 2.652 -0.790 -0.251
H -2.203 -1.440 -1.204
H 0.313 -0.998 -1.656
H -2.827 -0.255 0.996
H 1.870 0.548 1.647
H 1.155 2.098 -0.537
```

---

4.
Formula: CH4S2
Source: the OMol25 dataset
Level of theory: ωB97M-V with the def2-TZVPD basis set

## Properties
structure (SMILES): CSS
gap between HOMO and LUMO: 9.68 eV
relative energy (zero: lowest compared OMol25 entry of this formula, charge and spin): 1.0 kcal/mol
charge: 0

```
7
CH4S2 | the OMol25 dataset | ωB97M-V with the def2-TZVPD basis set
C 0.648 0.482 -0.585
S -0.771 0.832 0.539
S -0.823 -0.982 1.561
H 0.451 -0.346 -1.256
H 0.778 1.352 -1.233
H 1.575 0.308 -0.022
H -1.859 -1.647 0.996
```

---

The following DFT total energy values (in Ha) correspond, in order, to the records above: -1392.339665 -2975.451988 -804.095720 -836.864507.